Molecular formula: C38H34Br2N5O2PS4Sc
Method: DFT, ωB97M-V/def2-TZVPD

Geometry (Å):
1 Sc 0.2638 -0.8660 -0.1222
2 Br -3.2180 -1.1815 5.7021
3 C -2.2042 -1.0723 4.1109
4 C -0.8364 -1.3988 4.1404
5 C -0.1511 -1.2994 2.9581
6 N -0.7007 -0.9005 1.8028
7 C -2.0436 -0.6020 1.7678
8 C -2.8108 -0.6907 2.9519
9 C -2.6012 -0.2662 0.5004
10 C -3.9565 0.0942 0.3163
11 C -4.4246 0.2899 -0.9456
12 Br -6.2242 0.8249 -1.2002
13 C -3.5868 0.1303 -2.0701
14 C -2.2716 -0.1632 -1.8218
15 N -1.7597 -0.3306 -0.5925
16 H -0.3467 -1.7204 5.0458
17 H 0.9034 -1.5501 2.9220
18 H -3.8681 -0.4736 2.9435
19 H -4.6124 0.2174 1.1636
20 H -3.9525 0.2447 -3.0785
21 H -1.5715 -0.2574 -2.6440
22 O 1.0689 0.6292 -1.1733
23 N 2.2465 0.2855 -1.7132
24 C 2.4550 0.5706 -3.0136
25 C 3.6115 0.1966 -3.6358
26 C 4.5748 -0.5010 -2.9016
27 C 4.3407 -0.7939 -1.5817
28 C 3.1442 -0.4098 -0.9590
29 S 2.7555 -0.8099 0.6672
30 H 1.6361 1.0816 -3.4988
31 H 3.7538 0.4320 -4.6793
32 H 5.4921 -0.8234 -3.3752
33 H 5.0460 -1.3482 -0.9810
34 S -1.3619 -3.3829 0.0807
35 P -0.0887 -3.8656 -1.3489
36 S 0.8205 -2.3079 -2.2497
37 C 1.1561 -5.0061 -0.6597
38 C 0.8953 -6.3745 -0.6329
39 C 1.7788 -7.2348 0.0013
40 C 2.9197 -6.7348 0.6130
41 C 3.1809 -5.3727 0.5866
42 C 2.3012 -4.5088 -0.0487
43 C -0.8453 -4.8428 -2.6820
44 C -0.0198 -5.3068 -3.7069
45 C -0.5563 -6.0540 -4.7406
46 C -1.9192 -6.3316 -4.7598
47 C -2.7406 -5.8553 -3.7510
48 C -2.2053 -5.1091 -2.7077
49 H 0.0040 -6.7617 -1.1100
50 H 1.5698 -8.2966 0.0234
51 H 3.6068 -7.4107 1.1060
52 H 4.0678 -4.9772 1.0654
53 H 2.5118 -3.4470 -0.0812
54 H 1.0393 -5.0782 -3.6814
55 H 0.0854 -6.4185 -5.5324
56 H -2.3376 -6.9236 -5.5636
57 H -3.8025 -6.0641 -3.7747
58 H -2.8326 -4.7373 -1.9066
59 C -5.1370 4.6326 1.5964
60 C -4.5777 3.3118 2.1214
61 C -3.0571 3.2411 2.0675
62 N -2.6119 3.1222 0.6870
63 C -1.3924 2.7251 0.3312
64 S -0.2184 2.2192 1.3993
65 N -1.0795 2.6504 -1.0222
66 C -1.7565 2.9876 -2.1815
67 O -1.4063 2.5064 -3.2373
68 C -2.8632 3.9893 -2.1118
69 C -2.6303 5.2505 -1.5672
70 C -3.6309 6.2090 -1.5951
71 C -4.8695 5.9033 -2.1449
72 C -5.1023 4.6449 -2.6824
73 C -4.0944 3.6919 -2.6826
74 H -6.2197 4.6680 1.7182
75 H -4.9233 4.7701 0.5334
76 H -4.7073 5.4781 2.1370
77 H -4.9953 2.4858 1.5411
78 H -4.8828 3.1666 3.1594
79 H -2.6721 2.3847 2.6202
80 H -2.6231 4.1399 2.5182
81 H -3.2294 3.4858 -0.0226
82 H -0.2320 2.1134 -1.1884
83 H -1.6658 5.4774 -1.1284
84 H -3.4446 7.1948 -1.1898
85 H -5.6553 6.6474 -2.1547
86 H -6.0666 4.4045 -3.1099
87 H -4.2590 2.7123 -3.1134

Atoms 1-2, force components in eV/Å:
Sc -0.24 -1.10 0.10
Br 0.02 -0.01 0.01

For the LUMO energy (alpha / beta), the calculation gives 0.03 / -0.25 eV. Its calculated total energy is -264925.064 eV. As for the multiplicity: 2. The HOMO energy (alpha / beta) is -5.45 / -8.22 eV. The frontier orbital gap (alpha / beta) is 5.48 / 7.97 eV. The expectation value of S² is 0.767. Its charge is 0.

In elementary charge units, the Mulliken charges are: number 1, Sc, carries 0.237; number 2, Br, carries -0.189; number 3, C, carries -0.165; number 4, C, carries -0.968; number 5, C, carries -0.510; number 6, N, carries 1.054; number 7, C, carries 0.391; number 8, C, carries -0.896; number 9, C, carries 0.491; number 10, C, carries -0.640; number 11, C, carries -0.446; number 12, Br, carries -0.126; number 13, C, carries -1.179; number 14, C, carries -0.756; number 15, N, carries 1.402; number 16, H, carries 0.432; number 17, H, carries 0.313; number 18, H, carries 0.607; number 19, H, carries 0.579; number 20, H, carries 0.585; number 21, H, carries 0.454; number 22, O, carries -0.525; number 23, N, carries 0.159; number 24, C, carries -0.112; number 25, C, carries -0.937; number 26, C, carries -0.290; number 27, C, carries -0.796; number 28, C, carries 0.663; number 29, S, carries -0.677; number 30, H, carries 0.572; number 31, H, carries 0.426; number 32, H, carries 0.394; number 33, H, carries 0.481; number 34, S, carries -0.734; number 35, P, carries 2.137; number 36, S, carries -0.577; number 37, C, carries 0.075; number 38, C, carries -0.511; number 39, C, carries -0.690; number 40, C, carries -0.408; number 41, C, carries -0.766; number 42, C, carries 0.156; number 43, C, carries -0.190; number 44, C, carries -0.237; number 45, C, carries -0.755; number 46, C, carries -0.400; number 47, C, carries -0.620; number 48, C, carries -0.269; number 49, H, carries 0.409; number 50, H, carries 0.395; number 51, H, carries 0.377; number 52, H, carries 0.427; number 53, H, carries -0.079; number 54, H, carries 0.354; number 55, H, carries 0.396; number 56, H, carries 0.382; number 57, H, carries 0.408; number 58, H, carries 0.339; number 59, C, carries -1.058; number 60, C, carries -0.318; number 61, C, carries -0.775; number 62, N, carries 0.581; number 63, C, carries -0.072; number 64, S, carries -0.306; number 65, N, carries 0.451; number 66, C, carries 0.238; number 67, O, carries -0.622; number 68, C, carries -0.311; number 69, C, carries 0.487; number 70, C, carries -0.679; number 71, C, carries -0.497; number 72, C, carries -0.841; number 73, C, carries -0.264; number 74, H, carries 0.417; number 75, H, carries 0.134; number 76, H, carries 0.294; number 77, H, carries -0.013; number 78, H, carries 0.456; number 79, H, carries 0.485; number 80, H, carries 0.353; number 81, H, carries -0.154; number 82, H, carries 0.151; number 83, H, carries 0.416; number 84, H, carries 0.412; number 85, H, carries 0.409; number 86, H, carries 0.429; number 87, H, carries 0.553